a:
9
Properties=species:S:1:pos:R:3 method="wB97M-V/def2-TZVPD" lumo_ev=-1.77
O 0.332 -1.099 -0.023
C -1.067 -0.860 0.006
H -1.559 -1.329 -0.853
C 0.340 1.230 0.007
S 2.705 -0.189 0.005
S -1.351 0.908 0.003
C 1.088 -0.005 -0.015
H -1.452 -1.395 0.875
S 0.963 2.739 -0.006

b:
9
Properties=species:S:1:pos:R:3 method="wB97M-V/def2-TZVPD" lumo_ev=-2.31
S 2.100 -0.976 0.031
O 0.977 1.443 0.152
C -1.616 0.019 -0.493
C -0.575 -0.262 0.479
H -2.627 -0.007 -0.049
S -0.865 -0.974 1.897
H 2.977 0.041 -0.180
C 0.827 0.282 0.177
S -1.198 0.434 -2.013

If you had to name the least stable structure above, which would it be? It would be b.